# C20H26InN2O10

C20H26InN2O10 as an isolated structure in a non-equilibrium geometry (ωB97M-V/def2-TZVPD, the OMol25 dataset).

E_LUMO (spin up / spin down) (eV): 3.6 / 1.5
Frontier orbital gap (spin up / spin down) (Eh): 0.1621 / 0.0814
F_max (Eh/bohr): 0.115
HOMO energy (spin up / spin down) (eV): -0.76 / -0.76
2S+1: 2
M (g mol⁻¹): 569.25
Charge: -2

Geometry as XYZ:
```
59
Properties=species:S:1:pos:R:3:forces:R:3:mulliken_charge:R:1
In 0.607081 -0.128724 0.764286 0.3 -1.1 0.2 0.905
C 1.752063 5.048414 0.387872 -1.2 -4.0 0.8 -0.623
C 1.512817 3.607631 0.208582 -0.4 -1.2 0.8 0.429
C 2.340773 2.864372 -1.001348 -1.5 0.5 1.6 0.543
O 2.233428 1.633768 -0.995965 0.9 1.8 -1.0 -0.490
C 3.060241 3.793520 -1.914214 -1.2 -3.9 1.6 -0.587
C 3.181799 5.134316 -1.663222 2.4 2.7 -3.5 0.338
C 2.539058 5.771724 -0.451910 1.0 3.8 0.0 0.360
O 2.684807 6.994491 -0.135759 0.6 -1.5 -1.5 -0.699
O 3.879815 5.761556 -2.575427 -2.0 -0.6 3.1 -0.676
O 0.795887 2.865082 0.944513 1.6 2.2 -1.8 -0.465
H 1.457321 5.553237 1.295988 -0.4 -0.1 0.0 0.401
H 3.583108 3.303981 -2.722525 0.1 0.4 -0.3 0.442
C 3.384096 -3.998447 2.855089 -1.8 2.4 -2.1 -0.741
C 2.476272 -3.168845 2.091189 -0.4 -0.9 2.0 0.568
C 0.986179 -3.800145 1.818013 1.9 -0.8 0.7 0.377
O 0.253183 -3.102066 1.113883 -1.0 0.6 -0.5 -0.480
C 0.686604 -5.073634 2.433365 -0.1 3.7 -2.9 -0.882
C 1.610887 -5.732602 3.175956 -2.7 -3.7 3.7 0.449
C 2.993605 -5.188117 3.427304 4.2 -1.9 0.8 0.288
O 3.961755 -5.808872 4.046710 -3.0 0.1 -0.5 -0.791
O 1.080017 -6.754849 3.824077 2.7 1.6 -1.1 -0.784
O 2.671095 -1.961085 1.829653 -0.3 -0.4 -0.8 -0.651
H 4.380712 -3.616653 3.020566 0.1 -0.1 0.2 0.377
H -0.309379 -5.464579 2.286446 0.0 -0.2 0.2 0.378
C 0.732022 -1.381382 -4.282301 0.1 1.0 -0.4 -1.666
C 0.587972 -0.674540 -2.906174 0.1 -1.7 -0.2 0.510
C -0.451906 0.408984 -2.922075 0.0 1.6 0.2 -1.079
O -0.742618 0.978057 -1.614984 -0.3 -0.4 -1.3 0.151
C -1.368327 2.265846 -1.692646 0.4 -0.7 -0.1 -1.067
N 0.320773 -1.729880 -1.929365 0.2 0.4 0.6 -0.366
H 0.951765 -0.679659 -5.086906 -0.1 0.2 -0.2 0.382
H -0.174857 -1.922998 -4.551237 -0.2 0.1 0.1 0.387
H 1.546127 -2.104747 -4.327858 0.1 0.0 0.5 0.430
H 1.512427 -0.180580 -2.606996 0.2 -0.2 0.0 0.140
H -1.321965 0.162440 -3.530603 -0.7 -0.5 0.5 0.396
H -0.030432 1.229310 -3.503031 0.4 0.2 -0.2 0.384
H -1.263253 2.705477 -0.700785 -0.2 0.0 -0.1 0.208
H -2.404293 2.203109 -2.025709 -0.4 -0.3 0.3 0.305
H -0.913991 2.901964 -2.452276 0.6 0.1 0.0 0.375
H -0.530589 -2.245798 -2.099964 -0.4 0.2 -0.1 0.175
H 1.042210 -2.431120 -2.018085 0.3 0.0 0.4 0.237
C -4.593030 -0.997596 0.449090 0.1 1.0 -0.6 -1.582
C -3.274735 -0.176792 0.509021 -0.4 -0.8 -0.6 0.812
C -3.107928 0.589776 1.804970 1.1 -1.2 0.5 -1.056
O -1.774349 1.141365 1.889778 -1.2 0.5 0.3 0.009
C -1.587403 1.859194 3.121865 -1.3 0.6 -0.8 -0.891
N -2.224888 -1.163688 0.310708 0.4 -0.1 0.3 -0.254
H -4.490851 -1.829006 1.146534 -0.6 0.3 0.3 0.414
H -4.704498 -1.456010 -0.533525 0.4 -0.1 -0.2 0.408
H -5.494934 -0.387323 0.496357 -0.2 -0.1 0.8 0.419
H -3.180721 0.519407 -0.324374 -0.3 0.2 -0.1 -0.206
H -3.188071 -0.105567 2.640533 -0.1 -0.5 0.2 0.378
H -3.971511 1.233990 1.970221 0.3 1.0 -0.3 0.414
H -1.727430 1.239979 4.007915 0.7 -0.4 0.0 0.325
H -2.413290 2.565822 3.203597 -0.3 0.4 0.0 0.337
H -0.706887 2.499776 3.072583 0.3 -0.8 0.0 0.206
H -2.417914 -1.908941 0.964498 0.7 -0.3 0.7 0.197
H -2.435849 -1.662343 -0.541900 0.3 0.2 -0.6 0.178
```
Positions in Å, forces in eV/Å.